# 1
Density functional theory data (wB97M-V/def2-TZVPD) for 2 unconnected molecules or ions with the total composition C6H10ClN.

```
18
Properties=species:S:1:pos:R:3:lowdin_charge:R:1
C -1.365 1.553 0.136 -0.059
C -0.602 0.657 -0.827 -0.411
C 0.861 0.934 -1.030 -0.074
C -1.194 -0.462 -1.195 -0.607
Cl -2.804 -0.934 -0.957 0.657
H -0.701 2.328 0.476 0.076
H -2.117 1.856 -0.439 0.030
H -1.563 1.038 1.048 0.074
H 1.257 0.132 -1.578 0.057
H 1.355 1.150 -0.091 0.064
H 0.831 2.007 -1.416 0.114
H -0.655 -1.178 -1.733 0.050
C 2.034 -1.164 1.160 -0.024
C 0.862 -1.613 1.485 -0.285
N -0.182 -2.226 1.509 0.163
H 3.045 -1.344 1.535 0.063
H 2.019 -0.847 0.095 0.043
H -1.081 -1.886 1.822 0.067
```

Summary:
SMILES ... CC(C)=CCl.C=C=N
Total charge ... 0
Energy ... -749.4519 hartree
E_LUMO ... 0.030 Eh
Kohn-Sham gap ... 9.7456 eV
HOMO level ... -8.92 eV
Multiplicity ... 1

=====

# 2
Density functional theory data (wB97M-V/def2-TZVPD) for 4 unconnected molecules or ions with the total composition C2H12N2O4.

```
20
Properties=species:S:1:pos:R:3:lowdin_charge:R:1
O 0.355 0.332 1.689 -0.248
C -0.041 1.557 1.457 -0.463
N -0.423 2.009 0.179 -0.043
C -0.515 1.199 -1.021 -0.351
N 0.650 1.131 -1.918 -0.014
H -0.070 2.194 2.355 0.045
H -0.381 3.019 0.061 0.075
H -0.795 0.167 -0.705 0.082
H -1.302 1.634 -1.638 0.085
H 1.289 1.902 -1.985 0.031
H 1.126 0.233 -1.860 0.038
H 0.368 -1.255 1.183 0.000
H 0.781 -2.306 2.050 0.041
O 0.555 -2.247 1.108 -0.138
H 2.069 -2.351 0.066 0.006
H 1.374 -2.787 -1.244 0.015
O 2.193 -2.398 -0.911 -0.121
H -3.072 -1.135 0.177 0.041
H -1.748 -0.470 0.824 0.012
O -2.413 -0.429 0.132 -0.091
```

Summary:
Total charge ... -1
Energy ... -493.8233 hartree
E_LUMO (spin up / spin down) ... 0.139 / 0.132 Eh
Kohn-Sham gap (spin up / spin down) ... 3.2111 / 8.4304 eV
HOMO level (spin up / spin down) ... 0.58 / -4.83 eV
Multiplicity ... 2

=====

Energy relative to the best compared isomer or geometry (same formula, charge and spin) across the listed records, respectively: 274.6 128.6 kJ/mol.